Below is a molecular structure, C23H25BrN4OPtS2, with properties calculated with ωB97M-V/def2-TZVPD.

Structure (XYZ):
```
57
C23H25BrN4OPtS2 ωB97M-V/def2-TZVPD
Pt 0.601 0.289 -0.830
Br 0.792 6.945 -1.508
S 0.364 -2.284 -0.630
S 2.976 0.042 -0.588
O -0.091 -2.851 0.635
N -1.426 0.317 -0.316
N 0.675 0.001 1.341
N 1.844 -0.030 1.911
N 4.113 0.112 1.788
C 1.014 4.266 -2.466
C -0.517 -0.092 1.888
C -2.305 -2.674 -1.260
C 0.372 3.090 -0.043
C -0.905 -1.733 -2.992
C 0.737 5.044 -1.356
C -1.982 -1.742 -3.862
C 1.124 -3.679 -1.575
C 3.975 -1.017 3.968
C 0.645 2.282 -1.145
C -3.211 -2.219 -3.428
C -3.990 0.552 0.724
C 0.972 2.883 -2.354
C 0.420 4.471 -0.139
C 4.219 0.292 3.219
C -1.076 -2.232 -1.711
C -1.628 0.143 1.044
C 2.914 0.038 1.171
C -2.450 0.683 -1.089
C -0.653 -0.405 3.348
C -3.738 0.801 -0.640
C -2.944 0.256 1.549
C -3.385 -2.657 -2.125
H 2.986 -1.391 3.719
H -1.094 0.428 3.896
H 1.206 2.280 -3.223
H 0.120 2.649 0.914
H 1.268 4.729 -3.407
H -4.993 0.634 1.113
H 0.340 -0.595 3.747
H -2.198 0.883 -2.123
H -1.267 -1.293 3.488
H -3.097 0.130 2.607
H 3.473 1.029 3.539
H 2.042 -3.954 -1.071
H 4.709 -1.767 3.681
H -4.352 -3.012 -1.799
H 5.216 0.678 3.443
H 0.424 -4.509 -1.576
H -1.863 -1.388 -4.876
H -4.037 -2.256 -4.121
H 0.068 -1.363 -3.309
H 0.218 5.089 0.723
H -2.391 -3.027 -0.242
H 4.035 -0.851 5.041
H -4.531 1.073 -1.316
H 4.922 0.252 1.205
H 1.334 -3.343 -2.584
```

Values from the calculation:
* E_HOMO (alpha / beta): -0.2341 / -0.2342 Ha
* charge: 0
* relative energy (zero: lowest compared OMol25 entry of this formula, charge and spin): 0.0 kcal/mol
* total energy: -4675.34208 Ha
* 2S+1: 1



Below is a molecular structure, C39H58BrGeIN4OSi3Tl, with properties calculated with ωB97M-V/def2-TZVPD.

Structure (XYZ):
```
109
C39H58BrGeIN4OSi3Tl ωB97M-V/def2-TZVPD
Tl -0.033 -0.203 0.102
I -1.895 2.304 -1.160
Br -4.817 0.681 -1.650
Ge 1.096 -2.607 -2.118
Si -0.559 -2.738 -3.880
Si 2.880 -3.899 -3.096
Si 0.082 -4.362 -0.824
O -0.084 0.548 4.749
N 1.940 -1.426 1.562
N -0.277 -0.439 2.666
N -0.175 2.759 -1.994
N 0.317 2.034 1.623
C 1.609 1.410 -3.861
C 0.223 4.412 1.821
C 1.220 -5.081 0.553
C 2.383 2.343 -2.932
C 2.965 -5.762 -3.614
C -2.372 -2.655 -3.235
C 3.780 -2.819 3.066
C 1.569 -1.961 2.721
C 2.602 1.672 -1.574
C 1.735 3.712 -2.843
C -0.625 3.038 3.567
C -1.514 5.718 -2.067
C -0.108 5.253 -2.415
C 0.735 6.279 -2.812
C 0.382 3.906 -2.377
C -0.215 0.566 3.508
C -4.453 1.571 -5.686
C -4.949 1.158 -4.460
C -4.096 1.194 -3.377
C -3.133 1.981 -5.798
C 3.190 -1.552 1.153
C 3.537 -3.026 -4.691
C -0.226 1.920 2.836
C 0.147 -1.722 3.172
C -1.762 5.723 -0.555
C -2.602 5.004 -2.886
C 4.160 -2.229 1.870
C 2.476 -2.677 3.502
C -0.617 -4.174 -5.178
C -0.413 4.299 3.049
C 2.497 4.773 -3.274
C -2.302 1.980 -4.687
C -2.781 1.564 -3.459
C 2.027 6.076 -3.246
C -1.461 -3.785 0.176
C 4.351 -3.788 -1.848
C 0.532 3.248 1.136
C -0.560 -5.992 -1.650
C -0.513 -1.202 -5.033
H 3.378 2.490 -3.380
H -0.497 -2.512 2.768
H 3.924 -6.050 -4.040
H 0.491 -0.997 -5.391
H -0.729 5.181 3.593
H 4.499 -3.371 3.657
H -5.104 1.555 -6.551
H 1.660 1.615 -1.033
H -2.363 -3.833 -0.426
H 2.202 -5.994 -4.349
H 5.279 -4.242 -2.190
H -1.271 2.294 -4.778
H 4.370 -3.537 -5.171
H 4.067 -4.278 -0.921
H -2.430 -2.010 -2.363
H -3.050 -2.250 -3.983
H -2.992 5.665 -3.661
H -5.974 0.830 -4.351
H 2.789 -6.407 -2.758
H -1.043 6.397 -0.090
H 2.216 -5.272 0.167
H -1.433 -4.048 -5.886
H 2.218 0.545 -4.116
H 0.470 5.368 1.388
H 0.263 -6.528 -2.115
H -1.628 -4.386 1.068
H 2.162 -3.115 4.440
H 2.645 6.902 -3.571
H 0.705 1.067 -3.371
H 0.309 -4.209 -5.746
H 3.325 2.223 -0.975
H 0.987 3.303 0.157
H 0.841 -6.017 0.955
H 0.097 -1.764 4.270
H 2.732 -2.956 -5.417
H 0.350 7.294 -2.797
H 3.854 -2.010 -4.470
H -1.566 6.778 -2.360
H 4.560 -2.750 -1.603
H -1.350 -2.750 0.497
H 3.498 4.586 -3.646
H -2.199 4.131 -3.387
H -0.742 -5.140 -4.699
H 1.346 1.930 -4.780
H 1.320 -4.383 1.376
H -1.284 -5.775 -2.430
H 3.419 -1.088 0.205
H -3.433 4.682 -2.262
H -2.746 -3.633 -2.944
H -2.768 6.077 -0.324
H -1.635 4.739 -0.115
H 5.173 -2.282 1.503
H 2.971 0.659 -1.726
H -1.157 -1.320 -5.901
H -2.743 2.299 -6.756
H -1.035 -6.668 -0.940
H -0.855 -0.323 -4.498
H -1.074 2.880 4.536
```

Values from the calculation:
* E_HOMO (alpha / beta): -0.0552 / -0.0628 Ha
* charge: -2
* ⟨S²⟩: 0.762
* total energy: -7804.76961 Ha
* 2S+1: 2